Record 1
The following is a DFT calculation (the ωB97M-V functional and the def2-TZVPD basis) of one molecule with the formula C4H4N4O2 in a non-equilibrium geometry.

Results
Energy relative to the best compared isomer or geometry (same formula, charge and spin)   1.1154 eV
Total energy   -14266.0901 eV
Maximum force   0.057 hartree/bohr
Lowest unoccupied orbital energy   0.713 eV
Gap between HOMO and LUMO   9.28 eV

Each line ends with the Mulliken charge.
CARTESIAN COORDINATES (ANGSTROEM)
C: 2.073 1.862 0.461  -0.20
C: -1.224 -1.139 -0.300  0.54
C: 0.421 -0.460 0.953  0.50
C: 0.822 1.651 -0.227  0.23
N: 2.214 1.522 -0.741  -0.49
N: -0.944 0.022 -0.777  -1.04
N: 0.083 0.473 0.022  0.67
N: -2.227 -1.959 -0.677  -0.43
O: 1.274 -0.395 1.793  -0.60
O: -0.440 -1.514 0.747  -0.35
H: 2.577 2.090 1.366  0.31
H: 0.144 2.534 -0.645  0.34
H: -2.641 -1.765 -1.574  0.27
H: -2.133 -2.921 -0.401  0.24

=====

Record 2
The following is a DFT calculation (the ωB97M-V functional and the def2-TZVPD basis) of C4H4N5O6 as an isolated structure in a non-equilibrium geometry.

Results
Total energy   -23933.7301 eV
Maximum force   0.068 hartree/bohr
Charge   +1
Lowest unoccupied orbital energy   -6.106 eV
Gap between HOMO and LUMO   8.82 eV

Each line ends with the Mulliken charge.
CARTESIAN COORDINATES (ANGSTROEM)
C: 2.944 -1.361 0.208  0.44
C: -0.637 -2.140 0.265  0.34
C: -0.695 0.296 0.461  0.74
C: -0.889 -2.063 1.765  0.39
N: 4.048 -1.634 -0.128  -0.36
N: -0.550 -0.836 -0.275  -0.30
N: -0.361 1.426 -0.163  -0.35
N: -1.380 -1.138 2.484  0.69
N: -0.929 -3.435 2.512  0.99
O: -1.707 -0.872 3.551  -0.36
O: -1.664 -3.444 3.415  -0.52
O: 1.798 -1.249 0.471  -0.41
O: -0.595 -3.112 -0.429  -0.44
O: -1.289 0.406 1.583  -0.52
O: -0.204 -4.315 2.182  -0.49
H: 4.874 -1.123 -0.101  0.29
H: -0.027 -0.956 -1.260  0.35
H: -0.396 2.338 0.290  0.27
H: -0.313 1.320 -1.164  0.24

=====

Record 3
The following is a DFT calculation (the ωB97M-V functional and the def2-TZVPD basis) of an isolated ion of composition C4H4NO3S and charge +1 in a non-equilibrium geometry.

Results
<S²>   2.04
Total energy   -22666.3786 eV
Maximum force   0.117 hartree/bohr
Multiplicity   3
Charge   +1
Lowest unoccupied orbital energy (spin up / spin down)   -6.214 / -8.243 eV
Gap between HOMO and LUMO (spin up / spin down)   5.71 / 7.29 eV

Each line ends with the Löwdin spin population.
CARTESIAN COORDINATES (ANGSTROEM)
C: -0.412 -0.879 -0.289  0.21
C: -1.675 -0.423 -0.190  0.04
C: 0.591 0.090 0.176  0.01
C: -1.732 0.910 0.321  0.14
N: -0.579 1.450 0.525  0.11
O: -0.155 2.469 0.992  0.47
O: 1.757 0.106 -0.718  0.13
O: 3.461 -1.690 -0.236  0.34
S: 3.097 -0.664 -1.119  0.52
H: -0.121 -1.828 -0.704  0.01
H: -2.562 -0.968 -0.461  0.00
H: 0.964 -0.047 1.194  0.01
H: -2.634 1.474 0.508  0.00

=====

Record 4
The following is a DFT calculation (the ωB97M-V functional and the def2-TZVPD basis) of one molecule with the formula C4H4O in a non-equilibrium geometry.

Results
Energy relative to the best compared isomer or geometry (same formula, charge and spin)   3.5885 eV
Total energy   -6255.7909 eV
Maximum force   0.043 hartree/bohr
Lowest unoccupied orbital energy   0.824 eV
Gap between HOMO and LUMO   10.81 eV

Each line ends with the Mulliken charge.
CARTESIAN COORDINATES (ANGSTROEM)
C: 0.492 1.626 1.467  0.10
C: -0.050 0.715 0.878  -0.44
C: -0.671 -0.213 -0.075  -0.28
C: 0.212 -0.933 -0.979  -0.21
O: -0.666 -1.810 -0.371  -0.39
H: 0.981 2.397 2.039  0.38
H: -1.702 0.011 -0.307  0.34
H: 1.211 -1.058 -0.559  0.25
H: 0.186 -0.691 -2.032  0.24

=====

Record 5
The following is a DFT calculation (the ωB97M-V functional and the def2-TZVPD basis) of one molecule with the formula C4H4O in a non-equilibrium geometry.

Results
Energy relative to the best compared isomer or geometry (same formula, charge and spin)   1.5289 eV
Total energy   -6257.8505 eV
Maximum force   0.047 hartree/bohr
Lowest unoccupied orbital energy   0.317 eV
Gap between HOMO and LUMO   10.79 eV

Each line ends with the Mulliken charge.
CARTESIAN COORDINATES (ANGSTROEM)
C: 1.145 0.035 -0.669  -0.90
C: 0.168 0.724 0.280  0.40
C: -0.935 -0.174 0.742  -0.29
C: -1.934 -0.861 0.815  -0.01
H: 2.095 -0.111 -0.202  0.29
H: 1.346 0.753 -1.485  0.29
H: 0.745 -0.938 -1.083  0.30
H: -2.866 -1.301 0.974  0.42
O: 0.236 1.872 0.628  -0.49

=====

Record 6
The following is a DFT calculation (the ωB97M-V functional and the def2-TZVPD basis) of one molecule with the formula C4H4O in a non-equilibrium geometry.

Results
Energy relative to the best compared isomer or geometry (same formula, charge and spin)   3.8690 eV
Total energy   -6255.5104 eV
Maximum force   0.173 hartree/bohr
Lowest unoccupied orbital energy   0.684 eV
Gap between HOMO and LUMO   10.98 eV

Each line ends with the Mulliken charge.
CARTESIAN COORDINATES (ANGSTROEM)
C: -0.048 1.340 -1.915  -0.33
C: 0.153 0.714 -0.808  -0.37
C: 0.435 -0.430 0.076  0.27
C: -0.584 -1.095 0.720  -0.34
H: -0.005 2.184 -2.479  0.37
H: 1.385 -0.908 0.071  0.35
H: -1.591 -0.702 0.400  0.23
H: -0.779 -2.242 0.927  0.24
O: 0.158 -0.188 1.581  -0.41

=====

Record 7
The following is a DFT calculation (the ωB97M-V functional and the def2-TZVPD basis) of one molecule with the formula C4H4O in a non-equilibrium geometry.

Results
Energy relative to the best compared isomer or geometry (same formula, charge and spin)   5.0397 eV
Total energy   -6254.3397 eV
Maximum force   0.071 hartree/bohr
Lowest unoccupied orbital energy (spin up / spin down)   -0.085 / 0.485 eV
Gap between HOMO and LUMO (spin up / spin down)   7.63 / 8.23 eV

Each line ends with the Mulliken charge.
CARTESIAN COORDINATES (ANGSTROEM)
C: -2.146 -0.171 -0.045  -0.02
C: -1.015 0.230 -0.181  -0.57
C: 1.492 -0.730 -0.058  -0.45
C: 0.154 1.038 -0.170  -0.16
O: 1.356 0.521 -0.106  -0.20
H: -3.025 -0.619 -0.128  0.52
H: 2.514 -0.978 0.002  0.30
H: 0.696 -1.255 0.337  0.28
H: -0.028 1.964 0.349  0.30

=====

Record 8
The following is a DFT calculation (the ωB97M-V functional and the def2-TZVPD basis) of one molecule with the formula C4H4O in a non-equilibrium geometry.

Results
Energy relative to the best compared isomer or geometry (same formula, charge and spin)   1.5009 eV
Total energy   -6257.8784 eV
Maximum force   0.078 hartree/bohr
Lowest unoccupied orbital energy   0.730 eV
Gap between HOMO and LUMO   9.33 eV

Each line ends with the Mulliken charge.
CARTESIAN COORDINATES (ANGSTROEM)
C: 0.159 -1.170 0.178  -0.69
C: -0.898 -0.958 0.879  0.59
C: -0.029 1.255 -0.488  -0.84
C: 0.588 0.093 -0.415  0.23
O: -1.669 -0.475 1.622  -0.39
H: 0.753 -2.002 0.053  0.42
H: -1.005 1.232 -0.068  0.21
H: 0.438 2.041 -0.891  0.31
H: 1.664 -0.017 -0.870  0.17

=====

Record 9
The following is a DFT calculation (the ωB97M-V functional and the def2-TZVPD basis) of a 2-piece molecular cluster, C4H4O overall in a non-equilibrium geometry.

Results
Energy relative to the best compared isomer or geometry (same formula, charge and spin)   7.8782 eV
Total energy   -6251.5011 eV
Maximum force   0.061 hartree/bohr
Lowest unoccupied orbital energy (spin up / spin down)   0.442 / 0.442 eV
Gap between HOMO and LUMO (spin up / spin down)   7.94 / 7.94 eV

Each line ends with the Mulliken charge.
CARTESIAN COORDINATES (ANGSTROEM)
C: 0.046 -1.687 -0.255  -0.43
C: -2.279 0.399 0.370  -0.13
C: 0.043 1.242 0.239  -0.61
C: 1.078 -1.102 -0.371  -0.33
O: -1.146 0.767 0.320  0.07
H: -0.849 -2.143 -0.639  0.36
H: 0.758 1.250 1.017  0.37
H: 0.420 1.828 -0.595  0.30
H: 1.930 -0.555 -0.085  0.40

=====

Record 10
The following is a DFT calculation (the ωB97M-V functional and the def2-TZVPD basis) of one molecule with the formula C4H4O.

Results
Energy relative to the best compared isomer or geometry (same formula, charge and spin)   5.3339 eV
Total energy   -6254.0455 eV
Maximum force   0.012 hartree/bohr
Lowest unoccupied orbital energy (spin up / spin down)   -0.550 / -0.550 eV
Gap between HOMO and LUMO (spin up / spin down)   7.47 / 7.48 eV

Each line ends with the Mulliken charge.
CARTESIAN COORDINATES (ANGSTROEM)
C: -1.089 0.425 -1.992  -0.52
C: -0.516 0.543 -0.724  -0.37
C: 0.267 -0.318 -0.008  0.52
C: 0.733 -0.722 1.285  -0.17
O: 1.307 -1.105 -0.035  -0.32
H: -1.563 1.413 -2.180  0.14
H: -0.708 1.365 -0.031  0.26
H: 0.282 -1.576 1.780  0.22
H: 1.289 -0.025 1.904  0.24